(1)
{"formula": "C25H66Cl2O18", "method": "ωB97M-V/def2-TZVPD", "homo_energy_ha": -0.359, "spin_multiplicity": 1, "gap_ev": 9.471, "lumo_ev": -0.31, "total_charge": 0, "smiles": "C1CCOC1.C1CCOC1.ClCCl.OCCO.OCCO.OCCO.OCCO.OCCO.OCCO.OCCO.OCCO", "species": ["C", "C", "C", "O", "C", "H", "H", "H", "H", "H", "H", "H", "H", "C", "C", "C", "O", "C", "H", "H", "H", "H", "H", "H", "H", "H", "Cl", "C", "Cl", "H", "H", "O", "C", "C", "O", "H", "H", "H", "H", "H", "H", "O", "C", "C", "O", "H", "H", "H", "H", "H", "H", "O", "C", "C", "O", "H", "H", "H", "H", "H", "H", "O", "C", "C", "O", "H", "H", "H", "H", "H", "H", "O", "C", "C", "O", "H", "H", "H", "H", "H", "H", "O", "C", "C", "O", "H", "H", "H", "H", "H", "H", "O", "C", "C", "O", "H", "H", "H", "H", "H", "H", "O", "C", "C", "O", "H", "H", "H", "H", "H", "H"], "xyz": [[0.02, -0.97, 0.33], [-1.05, -0.15, -0.40], [-0.62, 1.28, -0.15], [0.81, 1.19, -0.22], [1.26, -0.10, 0.27], [0.15, -1.94, -0.16], [-0.31, -1.11, 1.36], [-2.07, -0.32, -0.05], [-0.97, -0.23, -1.48], [-0.80, 1.65, 0.86], [-1.09, 1.96, -0.86], [1.80, 0.05, 1.21], [1.85, -0.60, -0.50], [3.28, -2.07, -5.07], [1.96, -2.51, -4.45], [1.79, -1.52, -3.30], [3.10, -1.34, -2.80], [4.08, -1.88, -3.74], [3.34, -1.17, -5.67], [3.82, -2.86, -5.60], [2.17, -3.52, -4.10], [1.09, -2.45, -5.11], [1.11, -1.85, -2.52], [1.43, -0.56, -3.67], [4.43, -2.86, -3.40], [4.91, -1.20, -3.89], [-2.80, 2.30, 2.63], [-2.96, 0.57, 2.97], [-4.48, 0.16, 3.78], [-2.78, -0.06, 2.09], [-2.21, 0.26, 3.69], [4.11, 0.07, 2.37], [4.58, 1.00, 1.38], [6.09, 1.19, 1.44], [6.44, 2.00, 2.52], [4.12, 0.59, 3.18], [4.24, 0.73, 0.38], [4.06, 1.95, 1.52], [6.36, 1.70, 0.52], [6.65, 0.25, 1.52], [6.05, 1.72, 3.35], [1.13, 3.10, 1.75], [1.19, 2.39, 3.00], [1.31, 3.44, 4.11], [2.62, 3.92, 4.28], [1.01, 2.56, 0.96], [0.36, 1.70, 3.13], [2.08, 1.76, 3.04], [1.09, 2.89, 5.02], [0.53, 4.20, 4.00], [2.79, 4.73, 3.79], [5.30, -4.06, 0.99], [4.43, -3.31, 1.80], [3.26, -2.94, 1.00], [2.46, -4.06, 0.69], [4.90, -4.87, 0.66], [4.16, -3.81, 2.73], [5.01, -2.47, 2.18], [3.55, -2.58, 0.01], [2.64, -2.18, 1.46], [1.78, -4.23, 1.34], [2.30, -3.15, 5.01], [2.14, -1.80, 4.68], [0.72, -1.17, 4.94], [-0.14, -1.52, 3.92], [1.75, -3.67, 4.42], [2.83, -1.21, 5.28], [2.47, -1.70, 3.64], [0.79, -0.08, 4.95], [0.31, -1.54, 5.88], [0.05, -2.45, 3.77], [-4.12, 3.49, -0.69], [-3.41, 4.69, -0.39], [-4.06, 5.64, 0.63], [-3.44, 6.95, 0.73], [-4.02, 3.37, -1.64], [-2.45, 4.40, 0.05], [-3.17, 5.22, -1.31], [-4.00, 5.23, 1.64], [-5.10, 5.74, 0.33], [-4.11, 7.62, 0.89], [-5.60, -1.26, -0.40], [-5.47, 0.17, -0.22], [-6.46, 0.95, -1.13], [-7.85, 1.04, -0.65], [-5.29, -1.42, -1.29], [-5.47, 0.47, 0.83], [-4.45, 0.35, -0.55], [-6.33, 0.60, -2.16], [-6.15, 1.99, -1.24], [-8.02, 1.66, 0.07], [-2.12, -3.81, -1.54], [-0.94, -3.91, -2.26], [-1.03, -4.83, -3.45], [-2.21, -4.46, -4.21], [-1.85, -3.75, -0.62], [-0.70, -2.90, -2.61], [-0.14, -4.25, -1.61], [-1.08, -5.86, -3.10], [-0.16, -4.74, -4.11], [-1.95, -4.44, -5.13], [-3.85, 2.97, -3.30], [-2.44, 2.78, -3.59], [-2.15, 1.26, -3.65], [-2.74, 0.52, -4.72], [-4.37, 2.78, -4.08], [-2.27, 3.30, -4.54], [-1.82, 3.22, -2.82], [-2.49, 0.88, -2.69], [-1.07, 1.15, -3.76], [-3.44, -0.03, -4.36]], "mulliken_charge": [0.184, 0.360, 1.233, -0.903, 1.086, 0.025, -0.021, -0.014, -0.240, -0.583, -0.308, -0.753, -0.096, -0.845, -0.353, 0.862, -0.312, -0.578, 0.293, 0.343, 0.186, 0.428, -0.724, -0.003, 0.332, 0.333, -0.082, 0.329, -0.184, -0.212, 0.091, -0.319, -0.257, -0.588, -0.543, 0.182, 0.276, 0.290, 0.347, 0.279, 0.311, -0.710, 1.547, -0.915, -0.536, 0.536, -0.228, -0.623, 0.303, 0.398, 0.322, -0.614, -0.381, 1.074, -0.587, 0.334, 0.313, 0.113, 0.097, -0.688, 0.314, -0.508, -0.270, -0.205, -0.319, 0.385, 0.372, -0.096, 0.103, 0.282, 0.213, -0.309, -0.198, -0.529, -0.537, 0.230, 0.134, 0.380, 0.139, 0.365, 0.311, -0.536, 0.580, -0.217, -0.597, 0.339, 0.199, -0.455, 0.286, 0.107, 0.319, -0.576, 0.474, -0.488, -0.531, 0.340, -0.270, 0.220, 0.285, 0.259, 0.308, -0.619, -0.461, 0.566, -0.600, 0.307, 0.448, 0.274, -0.321, 0.131, 0.364]}

***

(2)
{"formula": "C25H66FFeO9", "method": "ωB97M-V/def2-TZVPD", "homo_energy_ha": [-0.337, -0.332], "spin_multiplicity": 6, "gap_ev": [9.479, 8.032], "lumo_ev": [0.30, -1.00], "s_squared": 8.76, "total_charge": 0, "relative_energy_kcal_mol": 25.1, "species": ["Fe", "C", "C", "O", "H", "H", "H", "H", "H", "C", "C", "O", "H", "H", "H", "H", "H", "F", "C", "C", "C", "O", "H", "H", "H", "H", "H", "H", "H", "H", "C", "C", "C", "O", "H", "H", "H", "H", "H", "H", "H", "H", "C", "C", "C", "O", "H", "H", "H", "H", "H", "H", "H", "H", "C", "C", "C", "O", "H", "H", "H", "H", "H", "H", "H", "H", "C", "C", "C", "O", "H", "H", "H", "H", "H", "H", "H", "H", "C", "C", "C", "O", "H", "H", "H", "H", "H", "H", "H", "H", "C", "C", "C", "O", "H", "H", "H", "H", "H", "H", "H", "H"], "xyz": [[0.58, 1.67, 2.10], [0.83, -1.41, -0.19], [-0.46, -0.79, 0.26], [-0.28, 0.51, 0.75], [0.68, -2.39, -0.66], [1.44, -1.61, 0.69], [1.23, -0.75, -0.95], [-1.07, -1.37, 0.97], [-1.17, -0.77, -0.59], [0.74, -1.53, 5.15], [0.57, -1.09, 3.69], [1.02, 0.19, 3.35], [0.13, -0.93, 5.83], [1.78, -1.45, 5.46], [0.36, -2.55, 5.22], [-0.49, -1.13, 3.41], [1.04, -1.86, 3.06], [0.44, 3.29, 1.11], [-4.13, -2.35, 0.77], [-3.21, -3.31, 0.04], [-3.23, -4.75, 0.60], [-3.71, -3.37, -1.31], [-3.76, -1.91, 1.70], [-5.09, -2.79, 1.00], [-4.28, -1.47, 0.13], [-2.16, -3.00, 0.03], [-3.26, -4.77, 1.69], [-2.25, -5.18, 0.36], [-3.99, -5.41, 0.20], [-3.08, -3.94, -1.78], [4.20, -2.84, 3.72], [4.44, -1.35, 3.59], [5.91, -1.00, 3.31], [3.71, -0.76, 2.51], [4.30, -3.24, 4.73], [4.86, -3.41, 3.06], [3.16, -3.07, 3.46], [4.02, -0.84, 4.47], [6.00, 0.02, 2.96], [6.27, -1.74, 2.59], [6.49, -1.15, 4.23], [2.78, -1.03, 2.61], [0.15, -0.77, -4.44], [1.62, -0.78, -4.23], [2.18, -2.12, -3.74], [2.29, -0.21, -5.41], [-0.15, 0.14, -4.96], [-0.34, -0.80, -3.46], [-0.16, -1.68, -4.96], [2.02, -0.06, -3.50], [3.25, -2.16, -3.54], [2.01, -2.96, -4.41], [1.70, -2.24, -2.77], [1.64, -0.23, -6.12], [-1.18, 2.40, -2.46], [0.21, 3.03, -2.26], [1.04, 3.23, -3.50], [-0.03, 4.27, -1.60], [-1.06, 1.32, -2.67], [-1.79, 2.81, -3.26], [-1.66, 2.46, -1.49], [0.81, 2.37, -1.63], [0.51, 3.69, -4.34], [1.50, 2.34, -3.92], [1.83, 3.97, -3.31], [0.06, 4.10, -0.65], [4.59, 2.69, 0.74], [3.21, 2.28, 0.26], [3.38, 1.25, -0.88], [2.62, 1.50, 1.33], [5.32, 1.88, 0.82], [4.60, 3.22, 1.70], [5.06, 3.41, 0.06], [2.65, 3.18, 0.03], [4.03, 0.43, -0.57], [3.95, 1.74, -1.68], [2.42, 0.98, -1.31], [3.18, 0.82, 1.72], [-3.47, -0.03, -4.18], [-4.13, 0.16, -2.81], [-4.88, 1.48, -2.78], [-4.99, -0.97, -2.60], [-2.70, 0.74, -4.36], [-3.98, 0.00, -5.14], [-2.85, -0.94, -4.18], [-3.32, 0.04, -2.09], [-4.18, 2.27, -3.00], [-5.40, 1.58, -1.83], [-5.66, 1.38, -3.55], [-4.43, -1.69, -2.28], [-3.11, 0.95, 3.13], [-2.35, 2.19, 2.64], [-3.09, 3.53, 2.81], [-1.06, 2.30, 3.30], [-3.19, 1.06, 4.22], [-2.50, 0.06, 2.96], [-4.05, 0.92, 2.59], [-2.22, 1.99, 1.58], [-2.93, 3.88, 3.83], [-4.16, 3.36, 2.61], [-2.84, 4.24, 2.03], [-1.29, 2.59, 4.19]], "mulliken_spin": [4.310, 0.003, -0.010, 0.275, 0.002, 0.000, 0.002, 0.000, 0.025, 0.009, -0.019, 0.183, 0.000, 0.000, -0.001, 0.005, 0.006, 0.118, 0.000, 0.002, 0.000, 0.000, 0.000, 0.000, 0.000, -0.001, 0.000, 0.000, 0.000, 0.000, -0.001, 0.001, 0.000, -0.001, 0.000, 0.000, 0.000, 0.000, 0.000, 0.000, 0.000, -0.003, -0.001, 0.000, 0.000, 0.000, 0.000, 0.001, 0.000, 0.000, 0.000, 0.000, 0.000, 0.000, -0.002, 0.021, 0.000, 0.000, 0.000, 0.000, 0.003, -0.016, 0.000, 0.000, 0.000, 0.000, 0.000, -0.004, 0.007, 0.064, 0.000, 0.000, 0.000, 0.001, -0.001, 0.000, -0.009, 0.002, 0.000, 0.001, 0.000, 0.000, 0.000, 0.000, 0.000, 0.001, 0.000, 0.000, 0.000, 0.000, 0.005, -0.015, 0.002, 0.033, 0.000, -0.003, 0.000, 0.002, 0.000, 0.000, 0.000, 0.006]}

***

(3)
{"formula": "C25H66NO21S", "method": "ωB97M-V/def2-TZVPD", "homo_energy_ha": -0.216, "spin_multiplicity": 1, "gap_ev": 3.480, "lumo_ev": -2.40, "total_charge": -1, "relative_energy_kcal_mol": 141.4, "species": ["C", "C", "C", "C", "C", "C", "N", "O", "C", "C", "C", "H", "H", "H", "H", "H", "H", "H", "H", "H", "H", "H", "H", "H", "H", "H", "H", "H", "H", "S", "O", "O", "O", "O", "C", "C", "O", "O", "H", "H", "H", "H", "H", "H", "C", "C", "O", "O", "H", "H", "H", "H", "H", "H", "C", "C", "O", "O", "H", "H", "H", "H", "H", "H", "C", "C", "O", "O", "H", "H", "H", "H", "H", "H", "C", "C", "O", "O", "H", "H", "H", "H", "H", "H", "C", "C", "O", "O", "H", "H", "H", "H", "H", "H", "C", "C", "O", "O", "H", "H", "H", "H", "H", "H", "C", "C", "O", "O", "H", "H", "H", "H", "H", "H"], "xyz": [[-35.30, -30.34, -48.13], [-35.34, -28.82, -48.05], [-36.72, -28.19, -47.43], [-36.75, -28.45, -46.01], [-35.72, -27.50, -45.24], [-34.30, -28.06, -45.59], [-34.27, -28.28, -47.12], [-33.06, -28.05, -47.64], [-33.98, -29.31, -44.80], [-33.28, -26.93, -45.18], [-35.17, -28.32, -49.47], [-35.40, -30.96, -47.08], [-34.30, -30.65, -48.51], [-36.14, -30.63, -48.79], [-37.54, -28.50, -48.01], [-37.04, -27.18, -47.78], [-36.60, -29.68, -45.92], [-37.87, -28.20, -45.44], [-35.98, -27.11, -44.29], [-35.82, -26.50, -45.75], [-34.90, -30.09, -44.73], [-34.13, -29.03, -43.74], [-32.84, -29.65, -45.15], [-32.32, -27.30, -45.11], [-33.63, -26.36, -44.35], [-33.16, -26.04, -45.93], [-35.86, -28.75, -50.03], [-34.28, -28.62, -49.55], [-35.38, -27.19, -49.68], [-39.15, -24.89, -46.53], [-37.87, -24.59, -46.10], [-39.31, -24.87, -47.97], [-39.51, -26.26, -46.04], [-40.09, -23.98, -45.97], [-44.50, -25.18, -46.77], [-43.01, -25.14, -46.58], [-42.64, -23.87, -46.93], [-44.94, -26.60, -46.81], [-44.67, -24.68, -47.70], [-44.93, -24.59, -46.05], [-42.49, -25.75, -47.41], [-42.60, -25.49, -45.57], [-41.58, -23.90, -46.71], [-44.68, -26.99, -47.47], [-42.18, -30.03, -44.85], [-41.03, -28.86, -44.94], [-41.06, -28.18, -46.23], [-42.03, -30.83, -43.56], [-41.92, -30.59, -45.59], [-43.16, -29.72, -44.82], [-40.07, -29.39, -44.93], [-40.96, -28.11, -44.21], [-40.34, -27.42, -46.14], [-41.10, -30.82, -43.27], [-39.91, -23.27, -50.86], [-38.92, -22.32, -50.26], [-38.08, -23.16, -49.49], [-40.79, -23.65, -49.73], [-39.45, -24.36, -51.27], [-40.60, -22.59, -51.48], [-39.39, -21.62, -49.77], [-38.21, -21.73, -51.16], [-38.63, -23.58, -48.79], [-40.31, -24.17, -49.06], [-40.77, -19.42, -44.86], [-40.76, -20.93, -44.98], [-40.42, -21.51, -46.23], [-41.33, -19.05, -43.68], [-41.23, -18.82, -45.72], [-39.69, -19.12, -44.76], [-41.79, -21.29, -44.71], [-40.06, -21.56, -44.30], [-40.06, -22.50, -46.02], [-40.66, -19.10, -42.97], [-41.06, -25.19, -43.21], [-39.66, -25.19, -42.72], [-38.94, -26.27, -43.36], [-41.36, -23.98, -43.67], [-41.75, -25.56, -42.31], [-41.13, -25.73, -44.04], [-39.59, -25.35, -41.55], [-39.11, -24.34, -43.07], [-39.10, -26.21, -44.37], [-40.99, -24.00, -44.69], [-40.02, -27.68, -51.39], [-39.91, -27.13, -49.98], [-38.61, -26.51, -49.77], [-41.07, -28.48, -51.48], [-38.99, -28.06, -51.57], [-40.29, -26.83, -52.02], [-39.95, -27.93, -49.05], [-40.56, -26.48, -49.75], [-38.75, -25.83, -49.07], [-41.70, -27.82, -51.56], [-35.75, -23.15, -44.11], [-36.88, -22.06, -44.12], [-37.32, -22.17, -45.41], [-36.34, -24.49, -43.83], [-34.92, -22.94, -43.35], [-35.20, -23.25, -45.06], [-36.61, -21.14, -43.79], [-37.60, -22.53, -43.52], [-37.76, -23.13, -45.39], [-37.07, -24.45, -44.57], [-33.37, -23.85, -48.44], [-34.92, -23.53, -47.99], [-35.53, -24.72, -47.49], [-32.87, -22.67, -48.91], [-33.18, -24.61, -49.08], [-33.00, -24.30, -47.53], [-35.70, -23.35, -48.79], [-34.90, -22.74, -47.08], [-36.25, -24.49, -46.97], [-32.90, -22.66, -49.92]], "mulliken_charge": [-1.433, 1.477, -1.105, 0.409, -1.507, 1.350, 1.071, -0.355, -1.300, -1.138, -2.463, 0.258, 0.433, 0.395, 0.911, -0.214, 0.434, -0.803, 1.138, -0.064, 0.259, 0.423, 0.253, 0.502, 0.404, -0.037, 0.608, 1.105, 0.030, 0.896, -1.222, -0.386, 1.404, 0.486, -1.010, 1.462, -0.682, -0.517, 0.364, 0.491, -0.264, -0.260, 0.025, 0.216, -0.714, -0.355, -0.623, -0.597, 0.418, 0.396, 0.138, 0.468, 0.236, 0.299, -0.116, -0.671, -0.433, -0.545, 0.021, 0.274, 0.489, 0.169, 0.370, 0.355, -0.633, 0.544, -0.719, -0.570, 0.252, 0.252, 0.061, -0.204, 0.054, 0.334, 0.468, 0.873, -0.616, -0.613, 0.238, -0.686, 0.275, -0.624, -0.311, 0.119, -0.951, 0.395, -0.585, -0.565, 0.298, 0.349, -0.023, 0.174, 0.409, 0.393, 0.188, -0.597, -0.534, -0.612, 0.388, -0.333, 0.635, 0.101, 0.032, -0.040, -0.641, 0.108, -0.057, -0.577, 0.451, -0.028, 0.164, 0.148, -0.178, 0.369]}